No. 1
68
Properties=species:S:1:pos:R:3 method="wB97M-V/def2-TZVPD" total_charge=-1 orbital_gap_ev="1.2 / 5.2" spin_multiplicity=3 s_squared=2.02
O 0.415 -3.978 -3.248
C 1.313 -4.533 -3.849
C 1.934 -5.807 -3.461
C 1.512 -6.492 -2.320
H 0.716 -6.067 -1.724
C 2.110 -7.689 -1.973
H 1.784 -8.221 -1.090
C 3.132 -8.211 -2.761
H 3.598 -9.149 -2.486
C 3.556 -7.536 -3.897
H 4.351 -7.945 -4.506
C 2.958 -6.336 -4.245
H 3.282 -5.801 -5.130
H 1.734 -4.083 -4.774
C 3.301 0.031 0.053
C 2.197 0.983 0.373
H 4.294 0.435 0.267
H 3.263 -0.239 -1.001
H 3.184 -0.898 0.606
C 2.363 2.270 0.693
C 3.645 3.043 0.798
H 1.477 2.873 0.875
H 4.527 2.420 0.681
H 3.722 3.553 1.762
H 3.695 3.824 0.034
Ti 0.303 0.258 0.275
Cl 0.602 -1.341 1.951
Cl 0.704 -1.144 -1.512
C 0.317 1.727 2.782
O -0.349 1.586 1.742
N 0.072 2.680 3.685
C -0.986 3.650 3.493
C 0.876 2.794 4.883
H 1.141 1.058 3.019
H -1.474 3.451 2.546
H -0.573 4.659 3.483
H -1.716 3.582 4.299
H 1.632 2.016 4.894
H 0.255 2.690 5.774
H 1.373 3.764 4.919
H -1.787 4.449 -2.700
H -2.987 2.610 -4.153
C -0.902 3.817 -2.780
C -2.036 2.077 -4.128
N -1.284 2.429 -2.943
H -0.308 3.913 -1.880
C -0.935 1.500 -2.049
O -0.293 1.756 -1.018
H -2.234 1.010 -4.134
H -1.242 0.483 -2.286
H -0.316 4.148 -3.637
H -1.474 2.332 -5.027
C -2.229 -0.877 3.531
N -2.948 0.120 2.746
C -3.778 1.030 3.293
C -4.309 1.797 2.287
N -3.816 1.363 1.111
C -4.198 1.913 -0.186
C -2.969 0.342 1.401
Se -2.136 -0.630 0.161
H -2.548 -0.843 4.595
H -1.162 -0.629 3.549
H -2.418 -1.896 3.136
H -3.988 1.124 4.351
H -5.021 2.603 2.408
H -5.295 1.797 -0.321
H -3.942 2.992 -0.221
H -3.686 1.392 -1.017

No. 2
16
Properties=species:S:1:pos:R:3 method="wB97M-V/def2-TZVPD" total_charge=+2 orbital_gap_ev="9.2 / 6.0" spin_multiplicity=3 s_squared=2.01
C -1.449 -0.483 0.145
C 2.025 0.303 0.944
N -2.335 0.282 -0.079
N 1.280 0.147 -0.144
N -0.901 -1.556 0.683
N -2.929 1.235 -0.664
N 1.756 0.051 -1.255
H 2.221 -0.712 1.568
H 2.972 0.723 0.815
H 1.367 0.653 1.714
H -0.023 -1.804 0.236
H -1.326 -2.296 1.244
H -3.496 1.292 -1.459
H -3.140 2.171 -0.088
H 1.225 -0.123 -2.121
H 2.751 0.117 -1.539

No. 3
94
Properties=species:S:1:pos:R:3 method="wB97M-V/def2-TZVPD" total_charge=+1 orbital_gap_ev=7.9
C -1.234 -0.814 -0.815
C -2.486 0.018 -0.589
O -2.376 1.031 0.427
C -1.517 2.107 0.251
O -1.273 2.331 -1.128
C -0.158 3.143 -1.485
C -0.674 4.093 -2.579
C 0.130 5.322 -2.946
O -0.368 6.207 -3.586
P 1.120 1.857 -2.069
O 0.528 1.571 -3.558
Cl 2.675 3.117 -2.530
C 0.396 3.976 -0.329
N 0.577 3.180 0.967
P 0.180 4.288 2.330
O -1.245 4.620 2.370
C -0.201 1.856 0.981
B -0.388 1.169 2.440
O -1.337 1.686 3.251
C 0.597 0.022 2.863
C 1.994 0.616 3.185
H -0.692 -1.005 0.114
H -1.512 -1.782 -1.241
H -0.566 -0.342 -1.538
H -3.291 -0.622 -0.221
H -2.841 0.454 -1.525
H -2.011 2.988 0.687
H -1.656 4.458 -2.258
H -0.835 3.527 -3.499
H 1.179 5.407 -2.632
H 0.292 0.631 -3.606
H -0.257 4.830 -0.118
H 1.383 4.361 -0.592
H 1.568 2.932 1.045
H 0.733 3.599 3.414
H 1.055 5.326 1.989
H 0.400 1.171 0.372
H -1.405 1.225 4.099
H 0.203 -0.481 3.751
H 0.690 -0.709 2.054
H 2.585 0.786 2.281
H 2.533 -0.084 3.826
H 1.892 1.542 3.761
C 1.761 -6.465 -2.771
C 0.653 -5.535 -3.254
C 1.014 -4.047 -3.178
O 0.983 -3.491 -1.874
C 2.145 -3.703 -1.096
N -0.584 -5.857 -2.541
H 1.826 -6.481 -1.683
H 1.557 -7.484 -3.095
H 2.733 -6.169 -3.170
H 0.482 -5.749 -4.313
H 0.269 -3.486 -3.749
H 1.992 -3.858 -3.640
H 3.046 -3.696 -1.717
H 2.102 -4.643 -0.541
H 2.210 -2.886 -0.376
H -1.362 -5.342 -2.943
H -0.504 -5.519 -1.587
C 3.574 -0.940 8.670
C 2.563 -1.755 7.871
C 1.968 -1.003 6.675
O 0.994 -0.024 6.992
C 1.505 1.231 7.400
N 1.544 -2.274 8.783
H 3.083 -0.204 9.307
H 4.147 -1.597 9.322
H 4.273 -0.416 8.014
H 3.091 -2.617 7.451
H 1.447 -1.728 6.042
H 2.764 -0.547 6.069
H 2.429 1.475 6.865
H 1.699 1.265 8.473
H 0.750 1.983 7.169
H 0.936 -2.926 8.297
H 0.939 -1.508 9.066
C -2.916 0.999 -7.306
C -3.195 -0.354 -6.659
C -3.970 -0.265 -5.339
O -3.200 0.176 -4.230
C -3.070 1.577 -4.095
N -1.935 -1.089 -6.527
H -2.106 1.526 -6.802
H -2.612 0.859 -8.342
H -3.802 1.636 -7.294
H -3.830 -0.923 -7.343
H -4.313 -1.267 -5.072
H -4.859 0.368 -5.448
H -3.975 2.108 -4.402
H -2.218 1.963 -4.663
H -2.895 1.779 -3.039
H -2.120 -2.040 -6.222
H -1.402 -0.666 -5.773

No. 4
21
Properties=species:S:1:pos:R:3 method="wB97M-V/def2-TZVPD" total_charge=+1 smiles="C=[N+](C)[C@H](I)C(C)C" orbital_gap_ev=8.3
C 0.252 1.753 -1.345
N 0.577 1.419 -0.154
C 0.747 2.516 0.798
C 0.884 0.041 0.188
I 3.126 -0.112 -0.018
C 0.014 -1.026 -0.463
C -1.400 -1.022 -0.071
C 0.494 -2.446 -0.128
H 0.018 0.938 -2.059
H -0.080 2.673 -1.656
H 1.333 3.310 0.368
H 1.402 2.199 1.612
H -0.142 3.111 0.860
H 0.569 0.124 1.462
H -0.075 -0.762 -1.583
H -1.919 -1.923 -0.202
H -1.441 -0.778 0.960
H -1.980 -0.277 -0.775
H 1.563 -2.694 -0.331
H 0.459 -2.866 0.856
H -0.010 -3.208 -0.745

No. 5
4
Properties=species:S:1:pos:R:3 method="wB97M-V/def2-TZVPD" total_charge=0 orbital_gap_ev="10.5 / 9.5"
N 0.471 0.003 -0.006
O 0.817 1.079 0.118
O 0.829 -1.099 -0.078
H -2.117 0.017 -0.035

No. 6
18
Properties=species:S:1:pos:R:3 method="wB97M-V/def2-TZVPD" total_charge=0 smiles="[H]/N=P/Cl.C=C(C)C.Cl" orbital_gap_ev=8.8
H 2.766 0.369 2.381
N 2.792 0.371 1.355
P 2.806 -0.959 0.595
Cl 3.295 -0.399 -1.278
C 0.008 -0.876 -0.653
C -1.185 -0.420 -0.241
C -1.776 0.808 -0.831
C -2.221 -1.154 0.665
H 0.528 -0.309 -1.417
H 0.372 -1.903 -0.390
H -1.193 1.601 -1.299
H -2.495 0.749 -1.656
H -2.486 1.254 -0.225
H -1.767 -1.959 1.368
H -2.618 -0.538 1.528
H -3.034 -1.508 0.025
Cl 3.073 3.074 -0.160
H 3.135 1.802 0.230

No. 7
15
Properties=species:S:1:pos:R:3 method="wB97M-V/def2-TZVPD" total_charge=-1 smiles=[O-]CCCCS orbital_gap_ev=5.3
O 1.413 -0.360 -3.062
C 0.950 -0.358 -1.779
C -0.313 0.592 -1.213
C -0.034 1.212 0.168
C 0.334 0.324 1.390
S -1.177 -0.669 1.981
H 1.729 0.031 -1.045
H 0.781 -1.388 -1.292
H -0.518 1.340 -2.038
H -1.027 -0.239 -1.322
H 0.934 1.712 0.107
H -0.883 1.896 0.330
H 0.605 0.973 2.197
H 1.100 -0.483 1.141
H -0.811 -0.882 3.333

No. 8
61
Properties=species:S:1:pos:R:3 method="wB97M-V/def2-TZVPD" total_charge=-1 orbital_gap_ev="2.8 / 2.8" spin_multiplicity=2 s_squared=0.80
Ti 0.377 0.296 0.051
Cl 2.742 -2.020 -1.445
C 2.470 -0.494 -2.301
C 1.656 0.522 -1.742
C 1.628 1.665 -2.578
Cl 0.725 3.101 -2.090
C 2.273 1.788 -3.813
Cl 2.135 3.230 -4.774
C 3.031 0.734 -4.302
Cl 3.829 0.853 -5.837
C 3.137 -0.413 -3.531
Cl 4.121 -1.718 -4.128
N 2.362 -1.146 3.688
C 3.536 -1.240 2.965
C 3.191 -0.920 1.692
N 1.840 -0.623 1.616
C 1.377 -0.776 2.840
H 2.247 -1.325 4.667
H 4.476 -1.530 3.407
H 3.822 -0.875 0.818
H 0.350 -0.643 3.134
O 0.828 1.943 1.085
N 1.995 2.298 1.514
C 3.022 2.486 0.672
C 4.286 2.772 1.166
C 4.511 2.862 2.526
C 3.423 2.703 3.366
C 2.176 2.434 2.839
H 2.785 2.396 -0.372
H 5.086 2.909 0.450
H 5.500 3.059 2.921
H 3.518 2.787 4.440
H 1.274 2.314 3.419
N -1.211 1.057 -0.814
C -2.311 1.364 -1.110
C -3.617 1.724 -1.455
C -4.660 0.749 -1.568
C -5.937 1.129 -1.913
C -6.269 2.474 -2.161
C -5.253 3.438 -2.042
C -3.964 3.094 -1.698
H -4.429 -0.292 -1.379
H -6.705 0.366 -1.994
H -7.277 2.757 -2.438
H -5.485 4.483 -2.223
H -3.196 3.853 -1.611
O -0.622 -4.034 -1.211
C -1.463 -4.090 -0.173
C -2.140 -5.295 0.058
C -3.015 -5.403 1.117
C -3.243 -4.327 1.975
C -2.568 -3.140 1.744
C -1.685 -3.009 0.685
C -0.980 -1.711 0.480
O -1.083 -0.768 1.298
O -0.229 -1.568 -0.533
H -0.245 -3.123 -1.243
H -1.955 -6.124 -0.616
H -3.536 -6.340 1.277
H -3.936 -4.415 2.802
H -2.717 -2.276 2.379

No. 9
23
Properties=species:S:1:pos:R:3 method="wB97M-V/def2-TZVPD" total_charge=0 orbital_gap_ev=8.4
C 0.547 -1.420 -1.230
C -0.712 -0.480 -1.212
C -0.630 0.257 -2.550
C -1.932 -1.392 -1.131
C -0.545 0.466 -0.170
C -0.151 1.059 0.838
C -0.137 1.883 1.999
C 0.876 1.735 2.853
C 1.913 0.681 2.904
S 3.032 0.590 1.526
S 1.820 -0.963 2.151
H 0.734 -1.927 -0.367
H 0.456 -2.023 -2.003
H 1.296 -0.747 -1.486
H -1.637 0.663 -2.591
H 0.180 1.041 -2.561
H -0.451 -0.504 -3.320
H -2.030 -2.099 -0.396
H -2.745 -0.722 -0.986
H -2.057 -1.824 -2.050
H -0.894 2.716 2.008
H 0.657 2.274 3.799
H 2.411 0.735 3.975

No. 10
11
Properties=species:S:1:pos:R:3 method="wB97M-V/def2-TZVPD" total_charge=-1 orbital_gap_ev=8.8
C -0.722 -0.532 0.269
C -1.770 -0.504 1.184
C -0.201 1.414 -0.188
N 0.970 1.182 -0.424
O -1.019 2.283 -0.238
O 1.829 -0.999 -1.431
O 2.806 -0.209 0.559
O 0.496 -1.008 0.752
F -2.914 -0.458 0.424
S 1.613 -0.322 -0.174
H -1.089 -0.847 -0.733

No. 11
99
Properties=species:S:1:pos:R:3 method="wB97M-V/def2-TZVPD" total_charge=-1 orbital_gap_ev=6.3
Ta 1.023 -1.304 0.845
N 1.635 -3.018 4.261
C 0.951 -1.809 4.254
N 0.783 -1.153 5.379
N 0.005 -0.099 5.098
N -0.286 -0.077 3.819
N 0.251 -1.214 3.225
C 2.181 -3.552 3.066
N 2.810 -4.691 3.063
N 2.994 -4.957 1.710
N 2.523 -4.042 1.010
N 1.918 -3.108 1.784
H 2.266 -3.183 5.038
C -7.120 2.146 -3.911
P -5.362 1.858 -3.545
C -5.016 1.852 -1.800
C -4.458 3.221 -4.244
O -5.092 0.496 -4.124
H -7.583 1.241 -3.676
H -7.141 2.309 -5.006
H -7.621 3.009 -3.437
H -5.052 2.803 -1.264
H -4.032 1.365 -1.559
H -5.732 1.197 -1.328
H -4.688 4.224 -3.798
H -4.652 3.272 -5.334
H -3.432 2.930 -4.033
C 1.089 6.726 0.995
C 0.949 5.300 1.522
C 2.055 4.614 2.032
C 1.949 3.263 2.377
C 3.139 2.731 3.119
C 0.857 2.539 1.964
C -0.402 3.260 1.783
C -1.751 2.581 1.870
C -0.306 4.605 1.515
C 0.985 1.165 1.520
O 0.027 0.567 0.815
O 2.058 0.450 1.797
H 0.256 7.107 0.429
H 1.984 6.801 0.304
H 1.191 7.414 1.811
H 3.050 5.111 2.331
H 3.509 3.507 3.835
H 4.007 2.525 2.488
H 2.920 1.759 3.602
H -1.808 1.733 1.249
H -2.535 3.321 1.687
H -1.906 2.183 2.876
H -1.117 5.309 1.251
C -3.486 -1.654 4.256
C -3.677 -1.639 2.743
O -2.378 -1.750 2.133
P -2.027 -2.904 1.110
O -0.749 -2.354 0.447
Te -1.990 -5.180 1.757
O -3.204 -2.851 0.006
C -2.921 -2.308 -1.316
C -4.322 -2.084 -1.879
H -2.944 -2.530 4.588
H -4.398 -1.605 4.831
H -2.929 -0.786 4.561
H -4.123 -0.664 2.430
H -4.316 -2.486 2.381
H -2.315 -2.975 -1.963
H -2.335 -1.371 -1.295
H -4.216 -1.847 -2.958
H -4.827 -1.336 -1.276
H -4.847 -3.062 -1.838
C 2.347 1.400 -1.840
C 3.797 1.016 -1.446
C 4.395 1.732 -0.217
C 4.098 -0.470 -1.471
C 5.415 -0.905 -1.559
C 5.792 -2.211 -1.805
C 4.816 -3.112 -2.149
C 3.448 -2.796 -2.087
C 2.534 -3.664 -2.895
C 1.349 -2.895 -3.519
C 2.120 -4.956 -2.135
C 3.115 -1.544 -1.475
N 2.029 -1.397 -0.637
H 1.860 1.918 -1.023
H 1.689 0.571 -2.085
H 2.275 2.008 -2.726
H 4.447 1.451 -2.272
H 5.145 2.411 -0.535
H 4.859 1.032 0.515
H 3.662 2.338 0.346
H 6.194 -0.166 -1.295
H 6.854 -2.488 -1.829
H 5.066 -4.118 -2.492
H 3.116 -4.042 -3.737
H 0.558 -2.653 -2.769
H 0.887 -3.497 -4.283
H 1.710 -1.978 -3.983
H 3.048 -5.489 -1.843
H 1.617 -5.606 -2.876
H 1.487 -4.793 -1.261

No. 12
12
Properties=species:S:1:pos:R:3 method="wB97M-V/def2-TZVPD" total_charge=0 smiles="CCOC=C=O" orbital_gap_ev=8.9
C 0.758 -1.034 0.523
C 0.820 0.514 0.400
O 0.362 1.138 -0.870
C -0.952 0.886 -1.192
C -1.711 0.270 -0.308
O -2.350 -0.507 0.298
H -0.023 -1.422 1.193
H 0.589 -1.465 -0.463
H 1.714 -1.436 0.888
H 1.848 0.844 0.349
H 0.353 0.970 1.305
H -1.407 1.241 -2.122

No. 13
44
Properties=species:S:1:pos:R:3 method="wB97M-V/def2-TZVPD" total_charge=0 smiles="O=C(Nc1nc2nc(-c3ccccc3)cc(-c3ccccc3)n2n1)c1ccco1" orbital_gap_ev=8.3
O 0.749 -4.007 0.410
C 0.423 -4.096 -0.748
N 0.036 -3.020 -1.521
C -0.028 -1.722 -1.097
N -0.266 -0.739 -1.981
C -0.248 0.357 -1.243
N -0.413 1.606 -1.613
C -0.327 2.540 -0.679
C -0.499 3.925 -1.131
C -1.195 4.163 -2.316
C -1.381 5.453 -2.772
C -0.870 6.525 -2.057
C -0.164 6.297 -0.887
C 0.022 5.007 -0.424
C -0.107 2.221 0.675
C 0.047 0.908 1.080
C 0.250 0.507 2.474
C -0.234 1.315 3.506
C -0.038 0.959 4.826
C 0.645 -0.205 5.140
C 1.119 -1.017 4.123
C 0.923 -0.671 2.799
N 0.002 -0.011 0.092
N 0.134 -1.334 0.158
C 0.397 -5.368 -1.494
C 0.037 -5.697 -2.782
C 0.226 -7.088 -2.901
C 0.685 -7.504 -1.684
O 0.789 -6.481 -0.840
H -0.158 -3.137 -2.504
H -1.580 3.317 -2.862
H -1.926 5.627 -3.688
H -1.015 7.534 -2.412
H 0.248 7.128 -0.335
H 0.597 4.847 0.476
H -0.065 3.005 1.410
H -0.792 2.211 3.278
H -0.425 1.590 5.613
H 0.797 -0.481 6.173
H 1.641 -1.932 4.359
H 1.278 -1.323 2.018
H -0.321 -5.043 -3.552
H 0.045 -7.692 -3.766
H 0.961 -8.475 -1.321